The following is a quantum chemistry calculation of a 2-piece molecular cluster, C3H2NO2P overall at a distorted geometry, from the OMol25 dataset.

Geometry as XYZ:
```
9
Properties=species:S:1:pos:R:3:mulliken_charge:R:1
C 1.45229 -1.10589 -0.19469 0.04
C -0.41250 -0.28804 0.08374 -0.08
C 0.56154 0.81500 0.18341 0.56
N 0.19260 -1.38862 -0.27032 -0.35
O 0.48279 2.04860 0.25116 -0.44
O 1.78519 0.11959 0.19487 -0.28
P -3.39325 0.09204 0.24704 0.08
H 2.22096 -1.75532 -0.22393 0.46
H -2.88961 1.46264 -0.27127 0.00
```

Output
Frontier orbital gap (alpha / beta) = 4.301 / 4.350 eV

The following is a quantum chemistry calculation of C38H27I2N5O3V as an isolated structure at a distorted geometry, from the OMol25 dataset.

Geometry as XYZ:
```
76
Properties=species:S:1:pos:R:3:mulliken_spin:R:1
V -1.12652 -0.16865 0.68773 2.00
O 2.73674 -0.84013 6.21562 0.20
N 2.71535 -1.80194 5.38677 0.15
O 3.51872 -2.77950 5.51204 0.20
C 1.78151 -1.83009 4.35532 0.06
C 1.72898 -3.01124 3.59254 0.19
C 0.84615 -3.15918 2.53097 -0.07
C 0.72823 -4.31613 1.71559 0.17
C -0.21379 -4.35147 0.71351 -0.10
C -1.01855 -3.23647 0.46808 0.21
N -0.89141 -2.10495 1.16212 -0.09
C -0.01417 -2.07644 2.19367 -0.01
C 0.04847 -0.85656 2.94652 0.04
N -0.78410 0.11096 2.49302 -0.05
C -0.82397 1.44316 3.08750 0.01
C 0.07789 1.57112 4.27230 0.09
C 0.86557 0.57251 4.70169 -0.06
C 0.91280 -0.72211 4.04149 0.06
H 2.40012 -3.81292 3.85973 0.03
H 1.39187 -5.15591 1.88496 0.01
H -0.32313 -5.23204 0.09325 0.00
H -1.75185 -3.22695 -0.32889 0.02
H -1.86426 1.68110 3.36305 0.00
H 0.06122 2.52122 4.79589 0.01
H 1.48768 0.71811 5.56870 0.00
I -5.63655 0.38678 -1.75960 0.00
C -4.33000 1.80066 -0.90835 -0.01
C -4.66459 3.16027 -0.91426 0.03
C -3.85024 4.04030 -0.23152 -0.01
I -4.41601 6.08660 -0.25711 0.00
C -2.68784 3.64150 0.43486 0.02
C -1.87001 4.41817 1.35285 -0.01
C -0.88250 3.83962 2.04743 0.00
C -0.50044 2.39885 1.87253 0.08
N -1.18578 1.74404 0.77075 -0.19
C -2.30896 2.29611 0.28541 0.00
C -3.17413 1.32701 -0.31673 0.02
O -2.81638 0.06946 -0.15813 0.01
H -5.55773 3.49710 -1.41936 0.00
H -2.11646 5.46252 1.50703 0.00
H -0.31430 4.41222 2.77309 0.00
H 0.58827 2.32695 1.73283 0.00
N -4.10102 0.33280 -6.21174 0.00
C -3.40107 0.21708 -5.30219 0.00
C -2.51152 0.05284 -4.20760 -0.01
C -1.98164 1.15265 -3.52205 0.01
C -1.08021 0.98037 -2.49671 0.02
C -0.65402 -0.30115 -2.08423 -0.07
C -1.21120 -1.39219 -2.78686 -0.01
C -2.11816 -1.23027 -3.80701 0.01
H -2.31033 2.14842 -3.79409 0.00
H -0.73640 1.85126 -1.95856 -0.01
H -0.90220 -2.39507 -2.51515 -0.01
H -2.53726 -2.08900 -4.31746 0.00
C 2.23930 -0.08307 0.48264 0.05
C 1.67780 0.10420 -0.93179 0.02
C 1.71741 1.60903 -1.23377 0.01
C 0.26778 -0.55526 -0.97292 0.00
C 2.55585 -0.61363 -1.96513 -0.01
C 3.64905 -1.40311 -1.61155 0.00
C 4.41823 -2.04842 -2.57297 0.00
C 4.11032 -1.92338 -3.91720 0.00
C 3.02068 -1.14613 -4.28892 0.00
C 2.25958 -0.50205 -3.32761 0.01
H 1.63255 0.47876 1.19268 -0.02
H 3.26515 0.28919 0.55167 0.00
H 2.22366 -1.13217 0.78613 0.00
H 1.08391 2.14735 -0.52510 0.00
H 1.38562 1.83651 -2.24542 0.00
H 2.74548 1.96544 -1.12467 0.00
H 0.46071 -1.63128 -0.93595 -0.02
H 3.91491 -1.53577 -0.57186 0.00
H 5.26580 -2.64784 -2.26074 0.00
H 4.71024 -2.42382 -4.66853 0.00
H 2.76544 -1.04494 -5.33744 0.00
H 1.40967 0.08899 -3.64283 0.00
```

Output
Spin multiplicity = 4
Frontier orbital gap (alpha / beta) = 4.058 / 5.421 eV
Charge = -2

The following is a quantum chemistry calculation of a 2-piece molecular cluster, C3H7OS overall at a distorted geometry, from the OMol25 dataset.

Geometry as XYZ:
```
12
Properties=species:S:1:pos:R:3:mulliken_charge:R:1
C -2.40732 0.24579 0.95602 -0.70
S -1.05019 -0.69175 1.78208 -0.75
H -2.03706 0.97409 0.22400 0.21
H -2.98468 -0.51978 0.45434 0.18
H -2.90308 0.91437 1.66333 0.24
C 2.27874 -0.38898 -1.45523 -0.76
C 1.28064 -0.21555 -0.58245 0.15
O 1.09685 0.96975 0.04156 -0.51
H 2.52053 -1.37972 -1.82016 0.24
H 2.93634 0.38988 -1.81801 0.26
H 0.61718 -1.03588 -0.34163 0.22
H 0.65205 0.73778 0.89615 0.23
```

Output
Frontier orbital gap = 6.860 eV
Charge = -1

The following is a quantum chemistry calculation of a 2-piece molecular cluster, C4H10NO3 overall at a distorted geometry, from the OMol25 dataset.

Geometry as XYZ:
```
18
Properties=species:S:1:pos:R:3:mulliken_spin:R:1
C 1.09688 1.50228 0.24239 -0.07
N 1.41194 0.25859 0.17091 0.76
C -0.22188 -1.37250 0.79650 0.05
C 0.77198 -0.97286 -0.30255 0.00
C 0.04210 -0.99265 -1.73813 0.01
O -0.81608 -2.17438 -1.74846 0.00
O -0.13021 1.87531 0.09653 0.23
H 1.84395 2.13701 0.63783 0.00
H -1.72989 -1.80841 -1.82300 0.00
H -0.61212 -2.43054 0.77273 0.01
H -1.11817 -0.69453 0.76890 0.00
H -0.04590 -1.25502 1.90945 0.00
H 1.44188 -1.73125 -0.50305 0.03
H 0.79653 -1.09855 -2.51294 0.00
H -0.53617 -0.12420 -1.93467 0.00
H -0.32343 2.93966 2.36793 0.00
H -0.90722 2.60289 0.99235 0.00
O -0.96420 3.33915 1.80727 0.00
```

Output
Spin multiplicity = 2
Frontier orbital gap (alpha / beta) = 10.252 / 6.583 eV

The following is a quantum chemistry calculation of C37H51F3FeN4OPS as an isolated structure, from the OMol25 dataset.

Geometry as XYZ:
```
99
Properties=species:S:1:pos:R:3:mulliken_charge:R:1
Fe 0.05273 0.25960 -0.12973 0.96
C -0.88548 -1.11374 -2.36569 -1.42
N -1.39313 -0.00772 -1.51049 0.54
C -2.58751 -0.49139 -0.78141 -1.28
C -2.69577 0.09421 0.58990 1.06
C -3.90623 0.29463 1.23353 -1.27
C -3.89615 0.74424 2.54309 -0.68
C -2.67984 1.01031 3.15471 -1.29
C -1.52023 0.80333 2.43037 -0.29
N -1.52626 0.34074 1.18370 0.52
C -1.62783 1.23728 -2.24122 -1.88
C -1.28049 2.44256 -1.40341 1.47
C -1.76850 3.70850 -1.70558 -1.09
C -1.38352 4.78416 -0.92511 -0.43
C -0.54215 4.56407 0.15721 -1.38
C -0.10984 3.27373 0.39722 -0.08
N -0.44563 2.24061 -0.37642 0.30
C -0.37835 -2.19242 -1.43534 1.09
C -0.37229 -3.51898 -1.80314 -1.32
C 0.30391 -4.40558 -0.89862 -0.67
C 0.59914 -3.98692 0.34810 -0.99
C 0.06364 -2.67520 0.83894 0.97
N 0.04164 -1.71468 -0.26468 1.28
H -0.08714 -0.70984 -2.98333 0.53
H -1.68075 -1.50022 -3.01763 0.52
H -2.46564 -1.57022 -0.61654 0.31
H -3.50232 -0.31959 -1.36308 0.39
H -4.83129 0.07329 0.71826 0.49
H -4.82534 0.88997 3.07990 0.40
H -2.62374 1.36468 4.17479 0.51
H -0.54174 0.99653 2.85141 0.39
H -2.66169 1.31237 -2.60297 0.45
H -0.97152 1.25317 -3.11114 0.42
H -2.44230 3.83144 -2.54385 0.51
H -1.74616 5.78020 -1.14668 0.40
H -0.22965 5.36952 0.80766 0.47
H 0.52331 3.03775 1.24129 0.50
H -0.73627 -3.83010 -2.77276 0.39
H 0.58568 -5.40212 -1.22581 0.36
H 1.11053 -4.63186 1.05638 0.44
H 0.74278 -2.25611 1.57639 -0.95
S -1.56480 -2.87063 1.69596 -0.65
F 1.28693 1.06930 -2.69842 -0.29
C 1.56947 0.56607 -1.40443 0.76
F 2.43969 1.57543 -0.94541 -0.31
F 2.43668 -0.45738 -1.68934 -0.34
O 1.42471 0.34610 1.50312 -0.78
P 2.51301 0.22448 2.52256 -0.83
C 3.90592 -0.86693 2.06779 0.81
C 4.49978 -0.48691 0.68754 -0.41
C 4.95405 -1.71319 -0.10522 -1.30
C 5.71058 -2.66469 0.81104 -0.90
C 4.75625 -3.24279 1.86803 -1.06
C 3.52772 -2.35312 2.08679 -0.40
C 1.78943 -0.34940 4.11987 1.00
C 0.64425 -1.35696 3.94298 0.69
C -0.19330 -1.41216 5.21897 -1.10
C 0.68130 -1.42088 6.48754 -0.78
C 2.10318 -1.86015 6.15476 -0.91
C 2.77070 -0.85044 5.21236 -1.06
C 3.15880 1.90478 2.93983 0.38
C 3.31524 2.86982 1.75367 -0.05
C 4.69460 2.89283 1.10528 -0.43
C 5.80463 3.06342 2.13432 -1.23
C 5.72311 1.96981 3.19253 -0.36
C 4.36728 1.97987 3.89146 -1.03
H 4.66090 -0.70228 2.84802 1.18
H 5.36723 0.16099 0.83756 0.33
H 3.77473 0.07229 0.09803 -0.30
H 5.58039 -1.38206 -0.93683 0.63
H 4.09040 -2.21362 -0.54817 0.25
H 6.52263 -2.10989 1.29651 0.35
H 6.18474 -3.46984 0.24595 0.47
H 5.28432 -3.39186 2.81572 0.38
H 4.40166 -4.22606 1.55089 0.49
H 3.05701 -2.62689 3.02945 0.03
H 2.79061 -2.54094 1.30669 -0.22
H 1.31865 0.57076 4.49644 0.77
H 1.03242 -2.35113 3.72325 0.52
H -0.00970 -1.14118 3.09798 -1.87
H -0.82727 -2.29779 5.16143 0.56
H -0.87490 -0.55621 5.23938 0.01
H 0.24884 -2.06989 7.25204 0.48
H 0.72571 -0.41924 6.93057 0.33
H 2.07679 -2.84820 5.68804 0.36
H 2.70819 -1.96083 7.05969 0.52
H 3.66083 -1.30352 4.77079 0.11
H 3.11585 -0.00264 5.80895 0.52
H 2.29220 2.26604 3.50973 0.64
H 3.10223 3.87709 2.13486 0.65
H 2.57416 2.63932 0.99305 -0.71
H 4.72161 3.70195 0.37186 0.57
H 4.84922 1.97409 0.53832 0.02
H 5.70248 4.03977 2.62473 0.39
H 6.78481 3.05660 1.65073 0.48
H 6.50956 2.09807 3.94142 0.48
H 5.90056 0.99868 2.72425 0.05
H 4.28542 2.92475 4.44294 0.50
H 4.32929 1.19214 4.64177 -0.09
```

Output
Frontier orbital gap = 4.418 eV
Charge = -1

Which energy relative to the best compared isomer or geometry (same formula, charge and spin) belongs to each record? In order, 157.9, 0.0, 22.4, 70.4, 0.0 kcal per mole.